# 1
The following is a DFT calculation (ωB97M-V with the def2-TZVPD basis set) of one molecule with the formula C2H3N3O.

Geometry as ORCA input:
```
! wB97M-V def2-TZVPD RIJCOSX def2/J DEFGRID3
* xyz 0 1
O -0.632 -0.909 1.707
N 0.027 0.224 1.348
N -0.957 -1.654 0.633
N 0.736 1.186 -0.684
C -0.493 -1.024 -0.402
C 0.113 0.189 0.046
H 1.034 1.947 -0.086
H -0.508 -1.521 -1.364
H 0.154 1.543 -1.433
*
```

HOMO level   -9.820 eV
Kohn-Sham gap   10.66 eV
Relative energy (zero: lowest compared OMol25 entry of this formula, charge and spin)   235.7 kJ/mol
Calculated total energy   -317.4425 a.u.
SMILES string   Nc1cnon1

Charges in e, computed with Mulliken, in the same order as the atoms:
1 O -0.018
2 N -0.365
3 N -0.274
4 N -0.536
5 C -0.250
6 C 0.533
7 H 0.282
8 H 0.376
9 H 0.252

***

# 2
The following is a DFT calculation (ωB97M-V with the def2-TZVPD basis set) of C13H19BCsNO9 as an isolated structure.

Geometry as ORCA input:
```
! wB97M-V def2-TZVPD RIJCOSX def2/J DEFGRID3
* xyz 0 1
Cs 9.424 18.052 20.567
O 10.616 15.322 20.302
O 7.662 20.198 24.769
O 11.102 20.198 24.768
O 12.881 19.974 28.763
O 9.316 20.850 26.166
O 11.366 22.048 26.447
O 9.882 19.726 22.955
O 13.004 22.761 27.825
O 11.338 19.809 27.124
N 10.092 13.980 20.386
C 8.930 12.173 19.304
C 10.217 13.796 17.982
C 12.226 20.439 27.888
C 12.292 21.911 27.405
C 9.700 13.604 21.756
C 8.411 14.282 22.263
C 8.811 20.386 25.045
C 9.315 13.632 19.193
C 8.004 14.429 19.013
C 9.553 12.102 21.729
C 10.861 13.951 22.676
C 9.990 20.078 24.106
C 8.574 11.594 20.673
B 10.801 20.749 26.120
H 8.416 14.428 23.340
H 7.545 13.732 21.901
H 11.510 15.147 20.618
H 7.601 14.114 18.052
H 7.259 14.253 19.789
H 8.067 12.006 18.644
H 8.168 15.510 19.046
H 10.704 13.480 23.655
H 10.475 14.838 17.800
H 9.806 13.289 17.112
H 9.230 11.718 22.704
H 11.176 13.328 18.228
H 8.611 10.506 20.669
H 7.553 11.854 20.966
H 10.974 15.011 22.909
H 11.821 13.517 22.380
H 9.682 11.530 18.834
H 8.291 15.260 21.791
H 10.516 11.609 21.560
*
```

HOMO level   -9.011 eV
Kohn-Sham gap   7.98 eV
Relative energy (zero: lowest compared OMol25 entry of this formula, charge and spin)   0.0 kJ/mol
Calculated total energy   -1283.8743 a.u.

Charges in e, computed with Mulliken, in the same order as the atoms:
1 Cs 1.104
2 O -0.403
3 O -0.616
4 O -0.508
5 O -0.564
6 O -0.482
7 O -0.466
8 O -0.646
9 O -0.551
10 O -0.503
11 N 0.145
12 C -1.126
13 C -1.897
14 C 0.580
15 C 0.578
16 C 1.987
17 C -1.591
18 C 0.620
19 C 1.469
20 C -1.475
21 C -1.213
22 C -2.371
23 C 0.510
24 C -0.776
25 B 1.008
26 H 0.416
27 H 0.265
28 H 0.292
29 H 0.520
30 H 0.316
31 H 0.388
32 H 0.107
33 H 0.504
34 H 0.345
35 H 0.422
36 H 0.383
37 H 0.465
38 H 0.397
39 H 0.346
40 H 0.504
41 H 0.434
42 H 0.451
43 H 0.197
44 H 0.434

***

# 3
The following is a DFT calculation (ωB97M-V with the def2-TZVPD basis set) of one molecule with the formula C3H6N2OS2.

Geometry as ORCA input:
```
! wB97M-V def2-TZVPD RIJCOSX def2/J DEFGRID3
* xyz 0 1
S 2.916 -0.817 -0.799
S 0.510 0.995 -0.613
O -2.729 0.600 -0.648
N -1.076 -1.004 1.939
N -2.232 -0.534 -0.018
C 1.486 -0.341 -0.114
C -1.329 -0.187 1.041
C -0.606 1.079 0.840
H -1.575 -1.907 1.700
H -1.231 1.946 0.708
H -2.423 0.487 -1.553
H -0.002 1.219 1.738
H 1.116 -0.879 0.757
H -3.022 -1.051 0.374
*
```

HOMO level   -8.698 eV
Kohn-Sham gap   8.39 eV
Relative energy (zero: lowest compared OMol25 entry of this formula, charge and spin)   322.9 kJ/mol
Calculated total energy   -1098.9509 a.u.
SMILES string   [H]/N=C(/CSC=S)NO

Charges in e, computed with Mulliken, in the same order as the atoms:
1 S -0.187
2 S -0.007
3 O -0.411
4 N -0.617
5 N -0.240
6 C -0.222
7 C 0.427
8 C -0.715
9 H 0.232
10 H 0.409
11 H 0.351
12 H 0.363
13 H 0.336
14 H 0.281

***

# 4
The following is a DFT calculation (ωB97M-V with the def2-TZVPD basis set) of C25H33I2NOP3Tc as an isolated structure.

Geometry as ORCA input:
```
! wB97M-V def2-TZVPD RIJCOSX def2/J DEFGRID3
* xyz 3 4
I -3.330 0.670 -2.810
I 2.185 0.733 -2.334
Tc -0.714 0.726 -2.831
P -0.641 -1.684 -2.872
P 0.891 -0.777 0.809
P -0.664 2.966 -2.882
O -1.094 0.903 0.326
N 0.475 -0.510 -1.132
C 2.529 0.704 2.555
C 2.246 -2.553 2.408
C -0.617 -0.634 2.073
C 2.181 -3.456 3.496
C -0.870 3.946 -1.326
C -1.959 3.708 -3.979
C -0.899 -2.663 -1.347
C -0.400 0.000 3.280
C -1.946 -2.357 -3.977
C 1.793 2.064 0.694
C 0.875 -2.358 -3.622
C 3.084 3.103 2.513
C 2.432 3.203 1.274
C 3.116 1.857 3.137
C 0.080 -3.352 1.668
C 1.159 -2.426 1.517
C -2.962 -0.947 2.608
C 1.858 0.741 1.301
C -1.534 0.209 4.119
C 0.038 -4.250 2.749
C -1.037 0.795 -0.831
C -2.807 -0.238 3.791
C 1.072 -4.293 3.681
C 0.848 3.738 -3.627
C -1.888 -1.188 1.715
H -0.055 3.694 -0.627
H -1.717 -3.410 -4.189
H 1.718 -2.271 -2.918
H -3.678 -0.029 4.428
H -0.793 -3.339 1.039
H -1.818 -2.312 -0.869
H -2.924 -2.260 -3.490
H 1.274 2.226 -0.259
H 1.001 -4.957 4.553
H 3.589 1.751 4.121
H -1.375 0.775 5.021
H 0.686 4.801 -3.886
H 3.544 3.981 2.970
H 2.997 -3.488 4.211
H 1.696 3.649 -2.929
H -1.972 3.129 -4.915
H 2.550 -0.216 3.120
H -0.072 -2.426 -0.645
H -2.945 3.617 -3.497
H 1.088 3.180 -4.546
H -1.747 4.767 -4.213
H -0.844 -3.751 -1.500
H -3.951 -1.295 2.277
H -2.112 -1.686 0.793
H 0.530 0.422 3.572
H 1.110 -1.798 -4.539
H -0.861 5.041 -1.506
H -0.848 -4.890 2.874
H -1.832 3.662 -0.866
H 2.377 4.163 0.750
H -1.944 -1.781 -4.910
H 3.114 -1.909 2.313
H 0.713 -3.417 -3.884
*
```

HOMO level (alpha / beta)   -16.884 / -16.750 eV
Kohn-Sham gap (alpha / beta)   6.06 / 4.03 eV
⟨S²⟩   3.86
Relative energy (zero: lowest compared OMol25 entry of this formula, charge and spin)   510.3 kJ/mol
Calculated total energy   -2801.4666 a.u.

Charges in e, computed with Mulliken, in the same order as the atoms:
1 I 0.027
2 I 0.237
3 Tc -0.764
4 P 1.401
5 P 0.414
6 P 1.013
7 O -0.516
8 N -0.464
9 C -0.862
10 C -0.338
11 C 1.537
12 C -0.802
13 C -0.888
14 C -1.264
15 C -1.159
16 C -0.780
17 C -1.349
18 C 0.111
19 C -1.385
20 C -0.647
21 C -0.679
22 C -0.720
23 C -0.336
24 C 0.711
25 C -0.915
26 C 1.227
27 C -0.556
28 C -0.738
29 C 1.284
30 C -0.777
31 C -0.524
32 C -1.276
33 C 0.079
34 H -0.007
35 H 0.457
36 H 0.283
37 H 0.477
38 H 0.429
39 H 0.547
40 H 0.405
41 H -0.650
42 H 0.444
43 H 0.440
44 H 0.521
45 H 0.425
46 H 0.429
47 H 0.478
48 H 0.248
49 H 0.437
50 H 0.477
51 H 0.047
52 H 0.357
53 H 0.409
54 H 0.429
55 H 0.597
56 H 0.485
57 H 0.032
58 H 0.488
59 H 0.433
60 H 0.472
61 H 0.460
62 H 0.347
63 H 0.483
64 H 0.445
65 H 0.936
66 H 0.435

***

# 5
The following is a DFT calculation (ωB97M-V with the def2-TZVPD basis set) of a 2-piece molecular cluster, C3H7ClN3 overall.

Geometry as ORCA input:
```
! wB97M-V def2-TZVPD RIJCOSX def2/J DEFGRID3
* xyz 1 1
Cl 3.036 0.985 -0.134
N -0.456 -1.371 -0.289
N -0.522 1.010 -0.119
N 2.290 -1.668 -0.018
C -1.852 1.372 0.257
C 2.205 -0.467 -0.132
C 0.070 -0.167 -0.229
H -2.316 1.619 -0.719
H -2.534 0.601 0.859
H -1.822 2.346 0.787
H 0.219 -2.105 0.006
H 2.979 -2.302 -0.076
H -1.361 -1.684 -0.017
H 0.063 1.830 -0.175
*
```

HOMO level   -14.313 eV
Kohn-Sham gap   10.44 eV
Relative energy (zero: lowest compared OMol25 entry of this formula, charge and spin)   265.5 kJ/mol
Calculated total energy   -742.6299 a.u.

Charges in e, computed with Mulliken, in the same order as the atoms:
1 Cl -0.028
2 N -0.329
3 N -0.120
4 N -0.423
5 C -0.841
6 C 0.602
7 C 0.202
8 H 0.361
9 H 0.286
10 H 0.286
11 H 0.256
12 H 0.235
13 H 0.271
14 H 0.242

***

# 6
The following is a DFT calculation (ωB97M-V with the def2-TZVPD basis set) of C55H63AlN3O2S2Se as an isolated structure.

Geometry as ORCA input:
```
! wB97M-V def2-TZVPD RIJCOSX def2/J DEFGRID3
* xyz -1 1
Se -1.538 2.208 2.112
S 3.037 1.054 -1.352
S -1.064 1.699 -1.337
Al -0.413 0.002 0.087
O 0.786 0.420 1.282
O -1.793 -0.686 0.965
N 2.747 -1.008 -2.960
N 3.994 0.751 -3.798
N 0.294 0.913 -3.501
C -3.628 -0.310 4.687
C 0.463 0.310 -4.720
C 3.643 -1.188 4.047
C 2.480 1.449 4.302
C -2.786 -1.734 2.859
C -3.608 -1.030 7.083
C 3.281 0.204 -2.757
C 1.868 -4.867 -5.761
C -0.911 -2.569 -3.361
C -3.132 -2.872 -2.176
C 3.224 -0.411 2.784
C -1.398 -1.239 -4.199
C 0.145 1.935 2.987
C -3.989 -3.779 2.043
C 4.895 -1.249 -4.943
C -3.054 0.785 4.059
C 4.685 0.125 -4.848
C 1.037 0.990 2.444
C -5.783 -0.801 5.870
C 1.640 2.437 4.809
C 0.079 -3.374 -4.196
C 5.603 -1.765 -6.020
C 3.351 3.977 5.789
C -4.276 -3.585 -1.855
C 2.048 3.212 6.061
C -2.612 -3.191 2.382
C -1.979 -4.010 3.524
C 4.467 0.251 2.174
C 0.980 4.222 6.482
C -0.210 -3.678 -5.527
C 5.921 0.432 -6.903
C -2.317 -4.734 -3.432
C 1.266 -3.857 -3.660
C -0.315 -2.083 -2.105
C 5.210 0.958 -5.841
C 0.050 -1.478 -1.115
C -4.493 1.219 6.512
C -0.339 -0.685 -5.121
C -4.450 -4.882 -2.320
C -3.459 -5.457 -3.096
C -2.144 -3.423 -2.997
C 0.444 2.645 4.139
C 2.159 -4.592 -4.434
C 2.212 0.685 3.170
C -0.910 0.763 -2.831
C -1.707 -3.383 1.161
C -2.298 -0.590 2.183
C 0.672 -4.411 -6.303
C 2.696 -1.458 1.793
C -4.369 -0.224 6.021
C 2.270 2.240 7.229
C -3.457 -1.543 4.062
C -2.398 0.651 2.843
C 6.119 -0.940 -7.006
C -1.811 -0.132 -3.271
H 5.755 -2.836 -6.076
H -4.428 -3.251 1.193
H 0.035 3.729 6.722
H -5.051 1.240 7.452
H -3.892 -4.835 1.770
H 4.539 -1.916 -4.172
H 1.315 4.760 7.373
H -2.255 -1.593 -4.778
H -0.708 -2.975 1.323
H 0.790 4.957 5.697
H -0.203 -1.090 -6.113
H -1.760 -5.022 3.173
H -2.103 -2.916 0.263
H -4.119 -0.972 8.049
H -2.593 -0.642 7.204
H -6.323 -0.741 6.820
H -2.775 -0.152 -2.788
H 3.221 4.672 4.957
H -5.339 -5.443 -2.059
H -1.608 -4.457 0.975
H -5.025 -3.128 -1.221
H -5.023 1.843 5.789
H 2.524 -1.047 0.803
H 0.427 -4.627 -7.336
H -3.861 -2.421 4.554
H -3.099 1.771 4.503
H 2.766 -1.595 4.557
H 2.535 2.789 8.138
H 4.265 1.700 -3.600
H -2.632 -4.095 4.395
H 1.761 -1.906 2.142
H 4.291 -2.020 3.762
H 4.196 -0.576 4.762
H 2.586 -1.323 -3.907
H -1.558 -5.213 -4.033
H -3.531 -2.082 6.802
H 3.074 1.534 7.015
H -2.981 -1.893 -1.743
H 5.046 2.028 -5.771
H -3.562 -6.478 -3.443
H -5.758 -1.848 5.562
H 4.214 0.769 1.248
H -0.285 3.359 4.500
H 2.561 -5.439 -6.366
H 1.266 0.697 -5.337
H 1.490 -3.662 -2.617
H 6.671 -1.355 -7.839
H 3.079 -4.952 -3.990
H -6.347 -0.246 5.116
H -3.514 1.667 6.695
H 3.408 1.257 4.827
H 1.363 1.664 7.425
H 4.163 3.295 5.529
H 5.223 -0.507 1.941
H -4.682 -3.706 2.884
H 2.019 -1.259 -2.299
H 6.316 1.099 -7.659
H 4.907 0.974 2.866
H 3.443 -2.255 1.712
H -1.143 -3.334 -5.959
H 0.897 1.654 -3.189
H 3.655 4.546 6.673
H -1.043 -3.550 3.849
*
```

HOMO level   -4.961 eV
Kohn-Sham gap   7.18 eV
Relative energy (zero: lowest compared OMol25 entry of this formula, charge and spin)   34.2 kJ/mol
Calculated total energy   -5888.8597 a.u.

These are the Mulliken partial charges, in e, on atoms 1 to 99:
1 Se -0.031
2 S -0.376
3 S -0.605
4 Al -1.557
5 O 0.785
6 O -0.220
7 N 0.049
8 N 0.072
9 N 0.147
10 C -0.563
11 C -0.825
12 C -2.050
13 C -0.323
14 C -0.024
15 C -1.565
16 C -0.196
17 C -0.657
18 C 4.087
19 C -0.080
20 C 2.733
21 C 0.463
22 C -0.441
23 C -1.749
24 C -0.162
25 C -0.261
26 C 0.286
27 C 0.213
28 C -1.638
29 C -0.510
30 C -0.673
31 C -0.664
32 C -1.699
33 C -0.549
34 C 1.928
35 C 2.839
36 C -1.968
37 C -1.553
38 C -2.072
39 C -0.024
40 C -0.496
41 C -0.506
42 C -0.371
43 C -1.358
44 C -0.473
45 C -0.231
46 C -2.139
47 C -0.838
48 C -0.828
49 C -0.949
50 C 0.737
51 C -0.104
52 C -0.774
53 C 0.063
54 C -0.219
55 C -1.273
56 C 0.910
57 C -0.881
58 C -1.738
59 C 1.903
60 C -1.617
61 C -0.551
62 C -0.144
63 C -0.511
64 C -1.580
65 H 0.371
66 H 0.220
67 H 0.325
68 H 0.439
69 H 0.470
70 H 0.585
71 H 0.442
72 H 0.846
73 H -0.222
74 H 0.383
75 H 0.431
76 H 0.498
77 H -0.223
78 H 0.452
79 H 0.314
80 H 0.461
81 H 0.725
82 H 0.342
83 H 0.379
84 H 0.699
85 H 0.439
86 H 0.395
87 H 0.028
88 H 0.402
89 H 0.201
90 H 0.374
91 H 0.390
92 H 0.463
93 H 0.277
94 H 0.353
95 H 0.235
96 H 0.490
97 H 0.382
98 H 0.381
99 H 0.352